The following is a quantum chemistry calculation of a 4-piece molecular cluster, C11H17Cl3O10S overall, from OMol25.

Calculated values
Relative energy (zero: lowest compared OMol25 entry of this formula, charge and spin) = 49.5 kJ/mol
Structure (SMILES) = C[C@H]1COC(=O)O1.C[C@H]1COC(=O)O1.O=S1(=O)OCCO1.ClC(Cl)Cl
Maximum force = 2.195 eV/Å
HOMO level = -10.80 eV

The geometry in XYZ format:
```
42
Properties=species:S:1:pos:R:3:mulliken_charge:R:1
C 8.26 -8.49 -18.94 -1.10
C 7.87 -9.08 -20.28 0.58
C 8.23 -10.56 -20.42 -0.45
O 7.08 -11.05 -21.16 -0.36
C 6.02 -10.27 -20.90 0.64
O 4.88 -10.55 -21.12 -0.56
O 6.42 -9.13 -20.29 -0.32
H 7.85 -7.49 -18.80 -0.06
H 9.33 -8.35 -18.77 0.33
H 8.05 -9.05 -18.02 0.47
H 8.07 -8.52 -21.20 0.23
H 8.23 -11.12 -19.49 0.30
H 9.09 -10.78 -21.06 0.29
C 13.84 -7.35 -17.12 -1.37
C 12.99 -6.16 -17.56 0.42
C 11.49 -6.42 -17.40 0.38
O 11.13 -5.74 -16.22 -0.30
C 12.11 -4.86 -15.88 0.55
O 11.99 -4.07 -15.00 -0.55
O 13.16 -5.02 -16.69 -0.40
H 14.04 -8.00 -17.98 0.29
H 13.38 -7.89 -16.29 0.35
H 14.78 -6.98 -16.71 0.40
H 13.24 -5.81 -18.55 0.40
H 11.28 -7.49 -17.30 0.24
H 10.87 -6.05 -18.22 -0.39
O 8.12 -6.16 -15.99 -0.57
S 7.64 -5.35 -17.08 1.19
O 8.46 -5.06 -18.20 -0.45
O 6.20 -5.96 -17.58 -0.24
C 5.31 -5.83 -16.49 -0.33
C 5.65 -4.43 -15.92 -0.38
O 6.88 -4.03 -16.51 -0.39
H 4.28 -5.86 -16.83 0.34
H 5.48 -6.60 -15.74 0.26
H 5.71 -4.30 -14.84 0.30
H 4.91 -3.71 -16.28 0.26
Cl 11.09 -6.55 -23.06 -0.13
C 11.28 -6.10 -21.37 -0.08
Cl 12.23 -7.35 -20.47 -0.14
Cl 9.71 -5.75 -20.67 -0.01
H 11.89 -5.21 -21.36 0.38
```

The following is a quantum chemistry calculation of C41H56BBrF5MnN7OSe as an isolated structure, from OMol25.

Calculated values
2S+1 = 4
Maximum force = 3.508 eV/Å
HOMO level (alpha / beta) = -7.89 / -7.40 eV

The geometry in XYZ format:
```
114
Properties=species:S:1:pos:R:3:mulliken_spin:R:1
Mn 11.65 13.87 11.83 3.09
C 15.72 11.66 9.63 0.00
C 14.22 11.38 9.92 0.01
C 13.77 10.02 9.42 0.00
C 13.41 12.50 9.24 0.02
C 13.18 12.71 7.86 0.00
C 12.47 13.83 7.78 0.00
C 11.88 14.33 6.47 0.00
C 12.76 15.37 5.74 0.00
C 10.46 14.90 6.66 0.00
N 12.36 14.36 9.04 -0.02
N 12.92 13.50 9.96 0.01
B 12.19 15.76 9.52 -0.04
N 10.75 16.04 10.07 -0.01
N 10.10 15.09 10.75 0.03
C 8.78 15.39 10.55 0.01
C 8.62 16.59 9.95 0.02
C 9.93 17.02 9.64 0.00
C 10.27 18.42 9.33 0.00
C 11.30 18.91 10.33 0.00
C 10.63 18.79 7.92 0.00
C 7.65 14.62 11.11 0.01
C 7.63 13.19 10.54 0.01
C 7.72 14.54 12.66 -0.01
N 13.29 16.15 10.58 -0.04
N 12.83 15.90 11.85 0.02
C 13.44 16.76 12.65 0.01
C 14.44 17.50 11.91 0.00
C 14.33 17.06 10.61 0.00
C 15.18 17.56 9.52 0.00
C 14.53 18.59 8.58 0.00
C 15.64 16.31 8.79 0.00
C 13.33 17.13 14.07 0.00
C 14.28 16.41 14.98 0.00
C 11.97 17.33 14.66 0.00
H 16.41 11.22 10.37 0.00
H 15.88 12.71 9.48 0.00
H 15.97 11.25 8.65 0.00
H 14.02 11.55 10.99 0.00
H 13.90 9.98 8.33 0.00
H 12.75 9.89 9.57 0.00
H 14.48 9.31 9.81 0.00
H 13.36 12.07 7.02 0.00
H 11.77 13.54 5.79 0.00
H 13.05 16.24 6.35 0.00
H 12.18 15.66 4.84 0.00
H 13.68 14.84 5.49 0.00
H 10.42 15.91 7.04 0.00
H 9.92 14.35 7.43 0.00
H 9.82 14.92 5.74 0.00
H 12.41 16.55 8.62 0.00
H 7.70 17.14 9.79 0.00
H 9.41 19.03 9.58 0.00
H 12.33 18.49 10.08 0.00
H 11.06 18.67 11.35 0.00
H 11.46 20.02 10.31 0.00
H 11.63 18.41 7.69 0.00
H 10.65 19.86 7.91 0.00
H 9.96 18.35 7.23 0.00
H 6.79 15.19 10.81 0.00
H 8.36 12.60 11.01 0.00
H 7.75 13.18 9.46 0.00
H 6.73 12.58 10.71 0.00
H 8.48 13.78 12.93 0.02
H 6.83 14.30 13.21 0.00
H 8.07 15.54 13.05 0.00
H 15.08 18.21 12.39 0.00
H 16.06 18.05 9.95 0.00
H 13.67 18.24 8.06 0.00
H 15.25 18.81 7.74 0.00
H 14.27 19.53 9.07 0.00
H 14.75 15.88 8.44 0.00
H 16.11 15.63 9.46 0.00
H 16.31 16.51 7.96 0.00
H 13.67 18.14 14.07 0.00
H 14.25 16.98 15.95 0.00
H 15.29 16.24 14.59 0.00
H 13.88 15.43 15.33 0.00
H 11.52 16.30 15.00 0.00
H 11.38 17.81 13.88 0.00
H 12.13 17.92 15.54 0.00
C 12.49 9.87 12.76 0.00
O 12.27 11.25 12.44 -0.03
C 11.13 11.74 11.84 -0.15
C 10.65 11.06 10.50 0.00
H 12.11 9.56 13.73 0.00
H 13.56 9.77 12.93 0.00
H 12.21 9.22 11.92 0.00
H 11.35 11.34 9.71 0.00
H 9.65 11.36 10.23 0.00
H 10.64 9.96 10.53 0.00
Br 14.45 13.58 13.53 0.01
C 12.80 13.48 14.47 -0.02
C 12.79 13.11 15.81 0.00
C 11.64 13.28 16.55 -0.01
C 10.52 13.87 15.95 0.01
C 10.53 14.01 14.60 0.06
N 11.67 13.83 13.86 0.03
H 13.73 12.82 16.27 0.00
H 11.67 12.89 17.54 0.00
H 9.57 14.01 16.50 0.00
H 9.66 14.34 14.10 -0.04
F 8.55 5.74 15.26 0.00
C 8.86 7.00 14.80 0.00
C 9.54 7.87 15.57 0.00
F 9.88 7.65 16.82 0.00
C 9.74 9.17 15.04 0.00
F 10.28 10.07 15.85 0.00
C 9.34 9.56 13.79 0.00
Se 9.61 11.35 13.20 0.00
C 8.68 8.59 13.08 0.00
F 8.18 8.87 11.87 0.00
C 8.34 7.32 13.51 0.00
F 7.73 6.42 12.76 0.00
```

The following is a quantum chemistry calculation of C31H26ClIN7O2Pd as an isolated structure, from OMol25.

Calculated values
Relative energy (zero: lowest compared OMol25 entry of this formula, charge and spin) = 0.0 kJ/mol
Total charge = +3
Maximum force = 1.374 eV/Å
HOMO level (alpha / beta) = -15.99 / -15.99 eV

The geometry in XYZ format:
```
69
Properties=species:S:1:pos:R:3:mulliken_charge:R:1
Pd 0.55 0.20 0.15 1.27
Cl -4.01 -1.37 5.36 -0.05
C -2.92 -0.45 4.50 1.00
C -2.72 0.86 4.92 -0.71
C -1.82 1.66 4.27 -0.32
I -1.46 3.55 4.86 0.41
C -1.03 1.13 3.08 0.90
O -0.18 1.81 2.58 -0.30
C -1.35 -0.26 2.61 0.18
N -0.73 -0.74 1.53 0.26
C -0.93 -2.02 1.18 -0.50
C -1.78 -2.87 1.88 -1.23
C -2.45 -2.37 2.97 -0.78
C -2.24 -1.05 3.35 0.21
H -3.27 1.23 5.78 0.47
H -0.40 -2.35 0.29 0.71
H -1.90 -3.89 1.55 0.52
H -3.13 -3.01 3.53 0.49
C 4.00 -0.96 2.69 -1.11
C 2.69 -0.76 2.25 -0.01
N 2.41 -0.23 1.07 0.15
C 3.44 0.13 0.26 0.65
C 4.78 -0.05 0.61 0.62
C 5.04 -0.62 1.87 -0.51
C 5.80 0.34 -0.33 -0.98
C 5.47 0.86 -1.53 -0.96
C 4.10 1.06 -1.90 0.72
C 3.69 1.58 -3.14 -0.66
C 2.36 1.71 -3.42 -1.13
C 1.41 1.35 -2.45 -0.11
N 1.78 0.90 -1.26 0.23
C 3.10 0.72 -0.99 -0.20
H 4.17 -1.40 3.66 0.44
H 1.85 -1.04 2.87 0.43
H 6.07 -0.78 2.18 0.49
H 6.83 0.19 -0.05 0.45
H 6.24 1.14 -2.23 0.46
H 4.44 1.86 -3.87 0.48
H 2.02 2.09 -4.37 0.47
H 0.35 1.44 -2.63 0.55
C -2.20 -4.19 -5.03 -1.06
N -1.79 -3.38 -3.89 0.08
C -0.43 -3.02 -3.55 -0.27
C -0.66 -2.19 -2.29 0.13
O 0.27 -1.67 -1.67 -0.57
N -1.98 -2.13 -2.00 -0.51
C -2.59 -2.86 -2.96 0.34
N -3.91 -3.02 -2.98 -0.35
H -1.35 -4.27 -5.71 0.38
H -3.02 -3.71 -5.57 0.40
H -2.49 -5.20 -4.72 0.34
H 0.05 -2.43 -4.34 0.36
H 0.19 -3.89 -3.33 0.34
H -4.47 -2.61 -2.26 0.22
H -4.37 -3.58 -3.68 0.21
C -3.75 4.41 -1.68 -1.46
C -2.77 3.38 -1.22 1.05
C -3.01 2.02 -1.37 -1.02
C -2.07 1.09 -0.96 -0.55
N -0.91 1.47 -0.40 0.37
C -0.66 2.78 -0.23 -0.50
C -1.56 3.75 -0.63 -1.10
H -4.72 3.98 -1.92 0.38
H -3.37 4.90 -2.58 0.33
H -3.89 5.19 -0.93 0.39
H -3.93 1.67 -1.82 0.44
H -2.22 0.03 -1.08 0.53
H 0.28 3.05 0.22 0.54
H -1.31 4.79 -0.48 0.52
```